Formula: F8H22N4Na3O27S8
Source: OMol25
Level of theory: ωB97M-V with the def2-TZVPD basis set

Last column: Mulliken charge in e.
Geometry (Å):
S: 5.49 -3.89 1.22  1.03
S: -0.54 0.65 -0.80  1.01
S: -4.55 -6.95 -0.69  1.06
S: -4.94 -7.52 1.47  1.09
S: -1.96 0.91 8.23  1.07
S: 7.18 -3.94 -0.49  1.07
S: -2.68 -0.29 10.15  1.09
S: 0.93 0.73 -2.59  1.01
Na: 2.35 -6.56 -3.27  1.00
Na: -4.79 -0.32 -4.85  1.00
Na: -2.47 5.41 -3.84  0.99
F: -6.18 -8.05 2.35  -0.32
F: -3.73 0.30 11.28  -0.29
F: -4.91 -7.54 -2.13  -0.29
F: -1.18 2.29 7.93  -0.30
F: -2.04 1.03 -0.40  -0.32
F: 0.79 1.25 -4.11  -0.31
F: 7.18 -4.36 -2.07  -0.32
F: 4.26 -4.84 1.74  -0.30
O: -4.97 -6.11 1.97  -0.55
O: 9.63 2.80 -3.35  -0.65
O: 2.07 1.54 -2.11  -0.51
O: 4.79 -2.60 0.97  -0.54
O: -5.00 -5.56 -0.87  -0.58
O: 1.22 -0.66 -2.84  -0.53
O: -4.35 6.85 0.43  -0.65
O: -7.55 4.13 4.26  -0.66
O: 3.07 6.12 3.80  -0.64
O: -0.91 -0.06 7.88  -0.58
O: -2.24 -3.89 -6.77  -0.65
O: 6.49 -3.88 2.29  -0.57
O: 6.33 3.80 -7.12  -0.66
O: -3.08 -7.19 -0.64  -0.58
O: -7.22 3.89 -3.47  -0.68
O: 8.42 -4.64 0.00  -0.57
O: -3.21 1.05 7.44  -0.58
O: -0.60 -0.77 -0.54  -0.55
O: -7.28 -0.84 4.52  -0.67
O: 6.75 -1.16 -7.63  -0.63
O: -1.71 -1.11 10.89  -0.57
O: 0.13 1.51 0.14  -0.55
O: 7.14 -2.53 -0.68  -0.50
O: -3.57 -0.97 9.21  -0.52
O: 6.39 3.97 0.86  -0.64
O: 1.40 6.78 -6.09  -0.66
O: -3.94 -8.47 1.92  -0.58
N: 5.78 -4.74 0.01  -0.29
N: -2.06 1.30 9.72  -0.31
N: -5.62 -7.89 0.13  -0.25
N: -0.71 1.09 -2.20  -0.23
H: -8.45 3.78 4.26  0.32
H: -7.71 3.46 -2.77  0.34
H: 9.09 2.92 -2.57  0.33
H: -7.00 3.36 4.36  0.34
H: 2.50 6.68 4.34  0.31
H: -6.82 -1.36 3.86  0.32
H: -4.60 7.70 0.08  0.32
H: -7.89 4.12 -4.13  0.33
H: 6.83 3.68 -6.32  0.33
H: 6.28 -1.30 -6.81  0.33
H: 1.86 5.95 -6.19  0.34
H: 6.23 2.92 -7.48  0.32
H: -2.67 -4.34 -7.50  0.33
H: 6.34 -1.77 -8.25  0.31
H: 9.80 1.86 -3.39  0.32
H: -6.61 -0.61 5.16  0.34
H: -1.31 -3.90 -7.00  0.32
H: -5.16 6.50 0.80  0.33
H: 1.31 7.12 -6.98  0.32
H: 5.72 4.47 1.31  0.32
H: 2.56 5.33 3.66  0.33
H: 5.91 3.35 0.31  0.33

Energy, eV: -183259.791
E_HOMO, eV: -5.75
Charge: -1
Lowest unoccupied orbital energy, Eh: -0.1267
Multiplicity: 1

---

Formula: F8K4N4NaO16S8
Source: OMol25
Level of theory: ωB97M-V with the def2-TZVPD basis set

Last column: Mulliken charge in e.
Geometry (Å):
K: 12.76 -17.70 -6.77  0.94
K: 18.26 -15.49 -6.67  0.97
K: 11.32 -11.50 -10.98  0.97
K: 11.16 -13.22 -3.21  0.97
S: 15.73 -17.76 -9.52  0.91
S: 14.43 -18.53 -3.28  1.00
S: 12.69 -12.21 -7.06  0.68
S: 14.64 -19.73 -8.84  1.04
S: 14.40 -16.10 -3.85  0.84
S: 9.72 -15.13 -7.01  1.19
S: 7.52 -14.35 -7.91  1.11
S: 14.21 -13.98 -8.03  0.76
Na: 15.99 -10.86 -7.42  1.04
F: 16.53 -16.56 -8.71  -0.32
F: 13.88 -19.76 -4.13  -0.25
F: 15.69 -14.29 -7.45  -0.24
F: 12.81 -10.59 -6.92  -0.38
F: 9.55 -15.90 -5.63  -0.30
F: 15.28 -15.23 -4.91  -0.28
F: 14.27 -20.33 -7.37  -0.28
F: 6.07 -14.98 -8.18  -0.29
O: 11.82 -12.22 -8.20  -0.50
O: 16.90 -18.40 -10.06  -0.57
O: 9.96 -13.73 -6.73  -0.52
O: 7.86 -13.78 -9.19  -0.62
O: 14.41 -14.01 -9.45  -0.57
O: 12.17 -12.70 -5.81  -0.29
O: 10.83 -15.87 -7.57  -0.64
O: 13.44 -19.74 -9.63  -0.56
O: 7.26 -13.45 -6.84  -0.57
O: 13.42 -18.34 -2.28  -0.54
O: 14.85 -17.04 -10.40  -0.54
O: 13.45 -14.94 -7.30  -0.04
O: 15.61 -20.75 -9.10  -0.59
O: 15.72 -18.96 -2.90  -0.55
O: 15.28 -15.99 -2.73  -0.62
O: 13.17 -15.38 -3.90  -0.48
N: 14.37 -17.47 -4.57  -0.10
N: 14.19 -12.43 -7.37  -0.39
N: 15.06 -18.37 -8.16  -0.03
N: 8.24 -15.69 -7.59  -0.38

Energy, eV: -216853.454
E_HOMO, eV: -11.11
Charge: +1
Lowest unoccupied orbital energy, Eh: -0.1923
Multiplicity: 1

---

Formula: FH12O6Pb
Source: OMol25
Level of theory: ωB97M-V with the def2-TZVPD basis set

Last column: Mulliken charge in e.
Geometry (Å):
Pb: -0.11 0.01 0.23  0.79
F: -1.28 0.36 1.66  -0.71
O: -1.22 -1.46 -0.18  -0.10
O: 0.26 1.86 0.35  -0.36
O: 0.79 0.09 -1.29  -0.27
O: 1.27 0.38 1.42  -0.47
O: -1.14 0.57 -1.16  -0.04
O: 0.45 -1.59 0.88  -0.55
H: 1.18 -1.92 1.40  0.38
H: 0.86 0.74 -1.99  0.24
H: 1.72 -0.18 2.04  0.29
H: -1.64 -1.35 -1.03  0.14
H: -1.45 1.47 -1.08  0.01
H: -1.66 0.20 -1.87  0.24
H: 0.33 -2.25 0.19  0.22
H: -1.71 -2.18 0.23  0.34
H: 1.64 1.25 1.58  0.24
H: -0.20 2.55 -0.13  0.18
H: 1.13 2.21 0.50  0.16
H: 0.78 -0.76 -1.75  0.25

Energy, eV: -20416.437
E_HOMO, eV: -8.26
Charge: +1
Lowest unoccupied orbital energy, Eh: -0.1436
Multiplicity: 1

---

Among the records above, which one has the highest E_HOMO?
F8H22N4Na3O27S8

---

Which value of charge does entry 3 give?
+1